# 1
11
Properties=species:S:1:pos:R:3 method="wB97M-V/def2-TZVPD" total_energy_ev=-16860.56349 relative_energy_kcal_mol=20.10 homo_energy_ev=-9.47 orbital_gap_ev=9.278 e_lumo_ev=-0.19 molar_mass_g_mol=212.97 charge=0
C 1.27 0.24 2.13
C -0.49 1.43 0.60
C -0.76 0.16 -0.23
N 0.39 1.25 1.80
O 2.02 0.29 3.07
O -0.88 2.52 0.44
I 0.35 2.81 3.12
H 1.34 -0.45 1.32
H -1.71 -0.19 -0.10
H -0.56 0.44 -1.24
H 0.06 -0.52 0.12

=====

# 2
122
Properties=species:S:1:pos:R:3 method="wB97M-V/def2-TZVPD" total_energy_ev=-118814.06993 relative_energy_kcal_mol=122.48 homo_energy_ev=-9.09 orbital_gap_ev=6.294 e_lumo_ev=-2.79 molar_mass_g_mol=1367.79 charge=+1
Hf 0.06 -0.56 0.19
C 0.42 -0.49 -6.51
C -0.47 -0.67 -5.50
C -0.15 -0.31 -4.20
C 1.14 0.18 -3.88
C 2.05 0.44 -4.93
C 1.71 0.04 -6.23
P 1.39 0.62 -2.05
C 3.15 0.08 -1.87
C 3.43 -1.19 -2.39
C 4.67 -1.76 -2.34
C 5.72 -1.04 -1.70
C 5.51 0.20 -1.15
C 4.24 0.76 -1.28
C 1.82 2.37 -2.05
C 2.03 3.20 -3.14
C 2.40 4.52 -2.92
C 2.68 5.00 -1.69
C 2.35 4.21 -0.58
C 1.93 2.91 -0.73
Si 1.43 1.72 0.69
C 2.50 1.70 2.22
C 3.08 2.85 2.75
C 3.98 2.80 3.79
C 4.35 1.63 4.37
C 3.69 0.44 3.94
C 2.74 0.48 2.88
P 1.85 -1.03 2.25
C 3.26 -2.21 2.21
C 3.88 -2.36 1.00
C 5.00 -3.16 0.86
C 5.58 -3.73 2.00
C 4.99 -3.52 3.24
C 3.82 -2.81 3.38
C 0.93 -1.77 3.68
C 0.38 -1.03 4.79
C -0.50 -1.66 5.65
C -0.68 -3.04 5.62
C -0.03 -3.76 4.62
C 0.69 -3.11 3.63
C -0.30 1.65 1.05
C -0.45 0.74 2.23
C -1.84 0.55 2.71
C -2.75 0.49 1.66
C -2.14 0.33 0.25
C -1.21 1.41 0.05
P -1.49 2.46 -1.52
C -1.19 4.23 -1.03
C -1.05 4.77 0.23
C -0.81 6.15 0.50
C -0.75 7.05 -0.59
C -0.98 6.54 -1.90
C -1.19 5.16 -2.07
C -3.37 2.40 -1.54
C -4.22 3.01 -0.57
C -5.59 2.89 -0.62
C -6.14 2.04 -1.54
C -5.34 1.44 -2.51
C -3.98 1.75 -2.62
H 0.12 -0.67 -7.53
H -1.38 -1.09 -5.74
H -0.86 -0.47 -3.48
H 3.00 0.94 -4.73
H 2.45 0.27 -6.97
H 2.68 -1.86 -2.85
H 4.81 -2.77 -2.68
H 6.67 -1.51 -1.68
H 6.37 0.79 -0.66
H 3.94 1.62 -0.69
H 1.85 2.88 -4.19
H 2.62 5.14 -3.77
H 3.12 6.01 -1.60
H 2.53 4.69 0.37
H 2.93 3.80 2.26
H 4.49 3.68 4.18
H 5.17 1.68 5.03
H 3.92 -0.51 4.42
H 3.47 -1.85 0.18
H 5.43 -3.28 -0.12
H 6.53 -4.30 2.00
H 5.61 -3.79 4.08
H 3.42 -2.54 4.30
H 0.71 -0.03 4.94
H -0.95 -1.06 6.45
H -1.25 -3.42 6.48
H 0.01 -4.87 4.64
H 1.14 -3.72 2.82
H 0.30 0.69 2.87
H -2.11 0.65 3.81
H -3.76 0.68 1.79
H -2.83 0.15 -0.59
H -1.07 4.11 1.07
H -0.77 6.49 1.57
H -0.75 8.11 -0.44
H -0.85 7.28 -2.65
H -1.29 4.72 -3.11
H -3.77 3.73 0.15
H -6.23 3.44 0.09
H -7.15 1.87 -1.38
H -5.84 0.91 -3.27
H -3.41 1.48 -3.53
O -1.34 -1.93 1.61
H -0.86 -2.30 2.36
H -1.99 -1.21 1.90
Te -0.50 -2.84 -1.70
C -3.43 -3.92 0.58
Te -3.05 -2.66 -1.07
C -3.91 -4.30 -2.08
C -4.94 -4.91 -1.12
C -6.10 -5.45 -1.55
C -7.04 -5.84 -0.64
C -6.83 -5.58 0.72
C -5.69 -4.95 1.19
C -4.70 -4.62 0.24
H -3.55 -3.28 1.50
H -2.56 -4.55 0.73
H -3.18 -5.05 -2.45
H -4.35 -3.93 -3.00
H -6.25 -5.54 -2.64
H -7.97 -6.32 -1.07
H -7.42 -6.04 1.46
H -5.61 -4.85 2.32